DFT (ωB97M-V/def2-TZVPD) results for a molecular structure, C33H35N3O6PtTe at a distorted geometry.

XYZ file:
```
79
Properties=species:S:1:pos:R:3
H 0.60 -2.53 6.41
O 2.63 -0.49 -0.57
C 3.55 -2.00 4.87
C -1.37 0.71 1.82
C -1.36 -2.02 -5.45
O -2.25 -3.58 -1.28
O -2.52 1.13 -1.53
H -0.84 -2.73 3.20
H -3.05 3.56 -4.18
H 4.92 -2.24 2.53
C -2.68 2.75 -5.90
C -1.35 2.99 2.64
C 1.74 -1.70 3.36
C 3.12 -1.73 3.58
O -2.94 3.01 -2.65
C 1.31 1.50 -4.63
H 4.66 -0.51 2.70
H -0.43 -1.99 -6.01
H -2.53 4.66 2.05
C -2.72 -2.53 -1.56
C 0.82 -2.03 4.35
H 2.74 1.52 -6.23
C 4.15 -1.46 2.51
C 3.17 -2.58 7.29
H -2.11 -2.51 -6.07
Te 1.08 -1.06 1.34
C 2.67 -2.27 5.91
C 2.24 1.76 2.61
C -2.03 1.88 2.16
H 4.62 -2.01 5.07
H -1.97 0.38 -6.91
H 0.63 2.18 -5.13
C 3.11 -0.16 -3.32
H -4.77 -3.12 -1.44
H -1.21 -2.61 -4.54
C -2.09 4.25 2.96
C 1.90 0.19 -2.71
H -4.39 -2.02 -2.79
H 0.13 1.38 -2.85
C 2.50 1.13 -5.25
H 3.87 -3.41 7.27
O -2.58 2.77 -7.10
C 1.63 -0.30 -1.33
C 0.03 2.91 2.78
H -2.92 4.05 3.65
H 3.70 -1.72 7.70
H -1.44 5.00 3.40
C 0.03 0.66 1.97
C -4.20 -2.25 -1.74
H -3.11 1.92 2.03
C -2.15 -0.44 1.27
H -1.82 -1.40 1.65
O -3.00 3.78 -5.16
N -2.04 0.36 -5.91
C -0.66 -2.13 4.09
N 0.41 -0.49 -0.87
C 3.40 0.30 -4.59
H 2.51 1.67 3.67
H -1.16 -2.62 4.93
H -1.10 -1.14 3.97
H -3.22 -0.32 1.42
C -2.36 1.08 -3.87
Pt -1.45 -0.79 -1.67
N -1.99 -0.24 -3.82
H 4.33 0.03 -5.06
H 2.71 0.95 2.06
H -1.98 -0.48 0.16
H 2.66 2.70 2.24
C 1.01 1.03 -3.37
C 0.74 1.76 2.45
C 1.31 -2.29 5.62
H 0.58 3.76 3.15
H 2.35 -2.82 7.96
C -1.79 -0.65 -5.06
H -4.48 -1.38 -1.16
H 3.73 -1.43 1.51
C -2.40 1.47 -5.18
H 3.80 -0.79 -2.79
C -2.63 1.82 -2.61
```

Calculated values
charge = +1
2S+1 = 6
HOMO level (spin up / spin down) = -10.746 / -11.713 eV
gap between HOMO and LUMO (spin up / spin down) = 8.586 / 5.797 eV
E = -2281.189355 a.u.
molecular weight = 892.34 g mol⁻¹

---

DFT (ωB97M-V/def2-TZVPD) results for a molecular structure, C33H35N5ReSi at a distorted geometry.

XYZ file:
```
75
Properties=species:S:1:pos:R:3
H -10.72 -0.61 -17.56
H -3.01 5.30 -17.23
H -8.21 4.53 -9.99
H -1.54 6.89 -16.36
C -6.69 5.42 -19.64
H -7.79 6.28 -15.93
H -5.68 5.66 -13.89
C -8.30 7.23 -20.12
C -5.36 4.51 -16.33
H -7.78 1.27 -10.49
C -8.66 5.90 -16.56
H -2.66 0.27 -19.15
C -5.66 4.49 -20.01
H -6.08 0.71 -10.23
C -3.90 2.47 -20.74
C -4.72 5.87 -14.34
C -4.21 1.54 -18.35
H -7.76 0.92 -21.30
H -7.77 4.11 -8.27
N -7.77 1.89 -18.22
C -9.03 0.54 -16.69
H -6.84 5.37 -9.25
H -6.66 0.36 -14.69
H -9.53 6.56 -16.54
C -5.21 0.79 -16.34
C -4.31 3.42 -21.69
C -7.37 4.40 -9.27
H -8.78 8.07 -20.62
H -9.11 0.14 -15.68
C -4.40 3.40 -9.24
H -7.36 2.59 -20.76
C -8.52 1.44 -19.31
N -7.29 5.04 -18.40
C -2.56 7.01 -14.41
H -2.96 -1.55 -17.42
H -7.80 2.54 -15.32
H -10.15 0.13 -19.90
H -8.91 4.92 -16.11
N -5.21 3.58 -19.02
H -3.89 7.03 -12.72
C -8.01 1.42 -16.98
C -9.81 0.03 -17.74
C -3.21 5.70 -16.29
H -5.59 1.88 -14.53
C -6.85 1.40 -9.88
C -6.16 1.23 -15.23
C -8.26 5.88 -18.00
N -7.18 2.05 -15.98
Re -6.28 3.42 -17.36
H -9.07 2.22 -21.23
C -3.52 -0.63 -17.41
Si -6.18 3.16 -10.00
C -9.58 0.58 -19.07
H -5.50 5.17 -22.01
C -4.35 2.54 -19.42
C -4.46 5.33 -15.68
C -8.76 6.91 -18.82
C -4.47 -0.37 -16.36
H -9.61 7.43 -18.36
N -5.01 1.76 -17.26
H -7.00 1.15 -8.83
H -3.98 3.27 -22.70
C -2.37 6.58 -15.72
H -4.61 -1.07 -15.56
C -7.24 6.45 -20.54
H -1.82 7.71 -14.01
H -3.26 1.64 -21.05
H -4.51 3.38 -8.14
C -3.42 0.37 -18.40
H -6.80 6.53 -21.55
C -3.74 6.68 -13.75
H -3.72 2.60 -9.60
C -5.16 4.44 -21.31
C -8.17 1.83 -20.72
H -4.02 4.39 -9.62
```

Calculated values
charge = +3
2S+1 = 1
HOMO level = -14.382 eV
gap between HOMO and LUMO = 4.182 eV
E = -1919.116507 a.u.
molecular weight = 715.97 g mol⁻¹

---

DFT (ωB97M-V/def2-TZVPD) results for a molecular structure, C33H36BiN6O8P2S2.

XYZ file:
```
88
Properties=species:S:1:pos:R:3
H -4.46 1.14 3.51
H -1.85 3.05 4.51
H -0.86 1.62 4.23
H 2.96 -2.53 -3.00
C -1.05 -1.91 -2.51
H 2.86 -4.51 -1.61
H 4.44 2.11 1.08
N 1.12 1.25 -0.95
O -3.21 -0.03 1.12
O -3.79 -0.55 3.55
H -3.15 3.64 0.20
H -2.38 1.44 5.10
S 1.34 -1.89 -1.12
C -2.60 1.73 2.97
P -1.84 2.77 1.65
H -4.12 -0.54 -6.16
H -5.68 -4.46 -6.87
H 2.02 -7.24 -5.64
N 1.68 0.26 1.49
C 0.44 -2.14 -2.52
H -1.43 -1.31 -5.68
C 2.45 -7.27 -3.54
H 1.08 -0.78 3.16
C -5.14 -3.77 -6.24
P -2.66 -0.11 2.67
C -3.75 -1.98 -4.61
H 3.10 -0.12 4.49
C 2.37 -2.98 -3.80
H 0.78 -2.48 -5.74
C -4.63 -4.19 -5.02
H 0.82 2.30 -4.55
C 2.42 -4.49 -3.71
H 2.93 2.21 -0.96
S -1.90 -2.31 -1.13
C -0.55 1.56 -2.38
C 1.86 -0.15 2.74
H 2.89 -6.97 -1.46
N 0.74 1.76 -2.13
C -0.73 3.06 -5.83
C -3.94 -3.30 -4.21
C -1.09 2.14 -3.62
C 2.98 0.22 3.47
C 0.14 -2.52 -4.87
H -2.49 3.79 -6.82
H 2.47 -8.35 -3.48
O -0.62 2.01 1.13
H -3.01 -0.01 -4.18
H -2.91 1.61 -2.06
H -3.65 -0.86 0.85
O -1.31 -0.76 2.68
Bi -0.36 -0.03 0.29
C 2.67 -5.11 -2.49
C -4.26 -1.57 -5.84
N -4.07 2.06 3.12
C 2.20 -6.65 -4.76
H -0.45 -3.44 -4.90
C -2.47 2.38 -3.75
O -1.62 4.14 2.13
H -3.41 -0.96 -2.74
H -0.19 -0.38 -4.82
O -3.02 2.74 0.54
C 3.92 1.04 2.87
N -1.58 -1.40 -3.61
H 2.00 -4.79 -5.80
C -2.96 2.98 -4.91
H -3.56 -3.63 -3.25
C 2.57 1.07 0.90
O -3.37 2.06 -2.79
O -1.35 0.88 -1.63
C -2.10 3.32 -5.93
H -0.06 3.32 -6.63
C 2.25 1.55 -0.44
C -2.99 -1.01 -3.74
H 4.80 1.35 3.42
H -4.24 2.86 3.73
H -4.02 3.17 -4.97
C -4.95 -2.46 -6.65
H 2.75 -2.63 -4.76
C -1.89 1.98 4.29
H -4.78 -5.21 -4.69
C 2.68 -6.50 -2.41
C -0.23 2.49 -4.67
N 0.99 -2.49 -3.67
C 2.18 -5.26 -4.84
H -5.35 -2.12 -7.60
C 3.72 1.47 1.57
C -0.77 -1.31 -4.82
H -4.47 2.24 2.20
```

Calculated values
charge = +1
2S+1 = 1
HOMO level = -10.732 eV
gap between HOMO and LUMO = 7.202 eV
E = -3903.384310 a.u.
molecular weight = 979.75 g mol⁻¹

---

What is the formula in the second record? C33H35N5ReSi